{"formula": "C3LiO6Sn", "method": "wB97M-V/def2-TZVPD", "symbols": ["C", "O", "C", "O", "O", "Sn", "Li", "O", "O", "O", "C"], "coordinates": [[0.74787, -0.08678, -0.18417], [0.26530, -0.72508, -1.14969], [2.24214, -0.36756, 0.23137], [2.62772, 0.32305, 1.21750], [2.88192, -1.20414, -0.40426], [-1.36766, -1.46667, -1.57739], [1.30367, 1.49627, 1.82159], [0.11074, 0.70830, 0.54968], [-2.51878, 0.01492, -0.56636], [-2.80261, 1.46702, 1.21002], [-2.51277, 0.76919, 0.33443]], "forces_ev_per_a": [[1.4, 0.7, 1.8], [3.8, 1.9, 0.6], [1.2, -0.8, -0.8], [-0.6, 0.8, 0.5], [-1.0, 0.6, 0.3], [-3.6, -4.2, -2.8], [0.4, -0.6, -0.4], [-0.6, 0.0, -0.5], [-0.5, 1.8, 1.1], [1.0, -0.4, -0.7], [-1.5, 0.4, 0.8]], "homo_ev": [-6.39, -9.04], "gap_ev": [5.785, 8.413], "total_charge": 0, "lumo_ev": [-0.6041, -0.6242], "spin_multiplicity": 2, "total_energy_ev": -21433.187, "de_lowest_ev": 0.6954}